Here is a molecular structure, C23H40BBr2F3N2O9P2S from the Open Molecules 2025 dataset. Energies are from the ωB97M-V functional and the def2-TZVPD basis.

Atoms and positions in Å:
Br 0.79 1.97 -1.37
Br -1.80 4.87 -3.83
S 0.88 -3.37 -5.95
P -1.08 -2.31 0.22
P 1.86 1.37 6.53
F 0.54 4.75 -2.54
F -0.97 1.67 -3.46
F -1.62 2.91 -1.84
O -2.17 -1.10 0.19
O -2.27 0.24 -8.17
O 2.79 1.69 5.41
O 2.38 2.38 7.70
O -1.05 -2.19 1.83
O 0.45 2.08 6.09
O -0.45 -2.20 -1.12
O 1.29 0.39 7.68
O -2.08 -3.61 0.10
N 0.14 -2.36 -6.97
N 1.60 -2.33 -4.96
C -1.24 -3.23 2.78
C 3.33 4.46 6.85
C -0.02 -0.16 7.78
C 1.69 0.11 -4.75
C -0.74 -5.66 0.27
C -0.56 2.62 -2.63
C -2.17 -0.15 -0.88
C -3.04 -0.62 -2.04
C 1.27 -1.11 -5.37
C -0.67 0.67 4.43
C -0.12 3.91 -3.37
C 3.58 3.13 7.54
C 0.44 -1.14 -6.54
C 0.47 1.24 -6.50
C -0.37 0.34 -9.86
C -0.02 2.00 4.75
C 0.60 3.69 -4.69
C 1.70 2.60 -4.68
C 1.29 1.28 -5.32
C -1.65 -4.79 -0.58
C 0.09 -3.87 3.17
C -0.12 -1.52 7.12
C 0.04 0.11 -7.12
B -0.91 0.22 -8.39
H -1.17 -4.55 -1.52
H -0.76 2.79 4.63
H -1.97 -3.97 2.47
H -2.87 -1.67 -2.28
H 4.33 2.55 7.00
H 3.98 3.31 8.54
H 2.51 2.98 -5.31
H 0.06 -0.15 4.51
H 2.83 5.16 7.53
H -1.21 0.27 -10.56
H -1.22 -5.94 1.21
H 2.30 0.06 -3.86
H 0.41 -1.55 6.17
H 0.19 -5.14 0.50
H -1.06 0.66 3.41
H -1.49 0.45 5.11
H 0.73 -4.02 2.30
H -2.85 -0.03 -2.93
H 0.15 2.19 -6.93
H 1.09 4.64 -4.92
H -0.78 0.53 7.41
H -0.49 -6.58 -0.26
H -1.16 -1.80 6.95
H 0.07 1.34 -10.00
H 0.63 -3.22 3.86
H -4.10 -0.52 -1.78
H 0.40 -0.40 -10.09
H -0.07 -4.82 3.67
H -2.56 -5.35 -0.81
H 2.14 2.43 -3.70
H -2.57 0.78 -0.49
H -2.48 0.80 -7.42
H -1.67 -2.75 3.67
H -0.21 -0.27 8.85
H 2.67 4.36 5.98
H -0.13 3.55 -5.48
H 0.78 2.21 4.04
H -1.15 0.05 -1.21
H 0.33 -2.29 7.75
H 4.26 4.91 6.52

Highest occupied orbital energy in eV: -8.901
Maximum force in eV Å⁻¹: 6.4
Charge: 0
LUMO in eV: -0.392

Mulliken atomic charge list, values in e, 6 entries: -0.12 -0.12 0.15 1.00 1.09 -0.29

---

Here is a molecular structure, C25H32N6O2SW from the Open Molecules 2025 dataset. Energies are from the ωB97M-V functional and the def2-TZVPD basis.

Atoms and positions in Å:
W 0.30 0.03 0.38
S 0.09 1.81 2.26
O -1.45 0.44 0.27
O -0.18 -1.73 -0.09
N 0.90 4.04 3.40
N 2.43 -0.57 -0.08
N 0.07 0.00 -1.88
N 2.23 3.38 1.62
N 0.93 1.98 -0.48
N 0.45 -0.96 2.23
C 1.56 -0.68 3.20
C -4.94 0.39 -0.76
C 2.03 -1.42 -2.52
C -1.65 -3.57 -0.40
C -3.83 0.51 0.08
C 2.53 -1.70 -1.09
C -2.60 0.32 -0.49
C -1.27 -2.64 1.82
C 1.67 5.11 3.67
C -4.80 0.11 -2.11
C 1.23 -0.16 -2.77
C 2.77 5.35 2.89
C -2.15 -3.59 2.38
C 3.01 4.45 1.85
C 3.01 -1.18 1.20
C -2.80 -4.48 1.55
C 2.83 -0.32 2.45
C 1.18 3.18 2.39
C -1.09 -0.06 -2.44
C -1.05 -2.64 0.42
C -0.39 -1.90 2.62
C -2.53 -4.48 0.18
C -3.54 -0.05 -2.66
C -2.40 0.05 -1.85
C 3.43 0.49 -0.47
H 3.59 -1.97 -1.11
H 1.36 5.74 4.49
H 1.42 -2.27 -2.82
H 4.07 -1.34 1.00
H -3.94 0.74 1.13
H 1.72 -1.60 3.76
H -1.43 -3.60 -1.46
H -0.33 -2.17 3.68
H 1.86 0.74 -2.72
H 1.26 0.10 3.90
H 2.55 -2.16 1.34
H 3.85 4.59 1.19
H 2.88 -1.41 -3.21
H 3.67 -0.49 3.11
H 3.19 0.93 -1.43
H -3.48 -5.21 1.97
H -3.42 -0.25 -3.72
H 4.41 0.02 -0.56
H -1.11 -0.19 -3.53
H -2.31 -3.61 3.45
H 0.10 2.57 -0.54
H -5.67 0.03 -2.74
H 0.88 -0.18 -3.80
H 1.99 -2.54 -0.66
H 2.86 0.75 2.20
H -3.03 -5.21 -0.45
H -5.93 0.53 -0.34
H 3.42 6.20 3.07
H 0.08 3.87 3.98
H 1.30 1.92 -1.43
H 3.48 1.26 0.29
H 1.62 2.50 0.09

Highest occupied orbital energy in eV: -19.939
ΔE to the lowest compared entry with this formula, charge and spin in eV: 0.073
Maximum force in eV Å⁻¹: 0.3
Charge: +4
LUMO in eV: -14.197

natural (NBO) atomic charge list, values in e, 6 entries: 2.22 -0.01 -0.56 -0.67 -0.47 -0.51

---

Here is a molecular structure, C31H40BN6O2PdS2 from the Open Molecules 2025 dataset. Energies are from the ωB97M-V functional and the def2-TZVPD basis.

Atoms and positions in Å:
Pd -0.76 -0.14 0.11
S 0.01 0.72 -3.70
S -1.75 2.00 -0.09
O 0.16 -0.38 -2.75
O -0.86 2.55 -1.14
N -0.12 -0.41 2.43
N 0.55 -1.57 2.47
N -1.58 -2.23 0.85
N 1.94 -1.41 0.40
N -0.36 -2.51 0.33
N 1.58 -0.16 0.08
C -0.41 -0.16 -7.70
C -2.58 4.65 -0.40
C -1.78 1.25 -3.73
C -1.83 -3.54 -0.94
C 3.71 -0.44 -0.47
C -0.52 -1.55 -7.68
C -4.41 4.60 1.68
C -0.44 -2.23 -6.48
C 3.24 -1.62 0.08
C 0.32 -0.89 4.56
C -0.97 1.30 3.96
C -4.23 5.76 0.94
C 3.97 -2.90 0.28
C -3.22 1.26 -0.94
C -2.48 -2.84 0.09
C 0.69 -3.82 -1.52
C -0.48 -3.31 -0.75
C 0.83 -1.89 3.75
C -2.71 0.17 -3.22
C -2.81 0.00 -1.69
C -0.23 0.54 -6.52
C -0.27 0.02 3.67
C 2.52 1.86 -0.90
C -0.16 -0.15 -5.32
C -3.94 -2.73 0.39
C -3.31 5.79 -0.10
C -2.77 3.49 0.33
C 1.57 -3.13 4.15
C -3.67 3.47 1.38
C 2.62 0.45 -0.45
C -0.25 -1.53 -5.30
B 0.93 -2.30 1.17
H -0.17 -2.04 -4.34
H -5.13 4.59 2.49
H -3.79 2.56 1.96
H 0.35 -0.83 5.63
H -1.99 1.50 -4.77
H -0.49 0.37 -8.64
H 1.24 -4.56 -0.93
H -0.66 -2.09 -8.61
H 3.79 -3.59 -0.54
H 3.66 -3.39 1.20
H -1.81 -0.32 -1.24
H 1.04 -4.02 3.82
H -2.28 -4.13 -1.73
H -0.35 1.95 4.58
H -3.90 1.02 -0.12
H 2.57 -3.14 3.72
H -3.16 6.70 -0.66
H -4.53 -2.81 -0.53
H -0.15 1.62 -6.53
H 1.66 -3.16 5.24
H 0.35 -4.29 -2.44
H 1.51 2.21 -0.69
H -4.26 -3.52 1.07
H -3.53 -0.81 -1.52
H -0.53 -3.31 -6.46
H 3.24 2.49 -0.37
H -2.40 -0.79 -3.66
H 4.71 -0.26 -0.84
H -1.83 2.15 -3.12
H 1.42 -3.37 1.41
H 5.04 -2.70 0.33
H -3.68 2.01 -1.59
H -4.15 -1.77 0.86
H 1.37 -3.00 -1.76
H 2.71 1.95 -1.97
H -3.72 0.38 -3.60
H -1.85 4.64 -1.20
H -4.80 6.65 1.18
H -1.91 1.12 4.49
H -1.19 1.80 3.02

Highest occupied orbital energy in eV: -2.965
ΔE to the lowest compared entry with this formula, charge and spin in eV: 1.156
Maximum force in eV Å⁻¹: 1.9
Charge: -1
LUMO in eV: 2.460

Mulliken atomic charge list, values in e, 6 entries: -0.57 0.05 1.12 -0.20 -0.74 0.06

---

Here is 2 unconnected molecules or ions with the total composition C2H3Cl2I from the Open Molecules 2025 dataset. Energies are from the ωB97M-V functional and the def2-TZVPD basis.

Atoms and positions in Å:
I 2.41 0.40 -0.36
Cl -1.84 0.23 -0.78
Cl -2.40 2.66 0.59
C -1.26 1.69 -0.14
C 1.01 0.23 1.15
H 0.49 -0.78 1.16
H -0.47 2.30 -0.78
H 1.37 0.48 2.11

Highest occupied orbital energy (alpha / beta) in eV: -8.698 / -8.442
ΔE to the lowest compared entry with this formula, charge and spin in eV: 2.417
Maximum force in eV Å⁻¹: 3.3
Charge: 0
LUMO (alpha / beta) in eV: -0.314 / -0.625

natural (NBO) atomic charge list, values in e, 6 entries: 0.16 0.04 0.08 -0.33 -0.54 0.19

---

Question: What is the charge in the second record?
Answer: +4